A single C7H16N2O molecule, computed with ωB97M-V/def2-TZVPD.

Last column: natural (NBO) charge in e.
Atoms and positions in Å:
O1 -2.42 0.54 1.38  -0.645
N1 -1.02 1.65 2.73  -0.841
N2 -0.01 -1.54 0.98  -0.857
C1 1.57 -0.55 -0.77  -0.393
C2 0.01 0.86 0.43  -0.272
C3 1.75 -1.77 -1.66  -0.623
C4 -0.29 1.95 -0.60  -0.623
C5 -1.11 -0.87 -1.05  -0.653
C6 -0.02 -0.56 -0.04  0.153
C7 -1.31 1.00 1.57  0.696
H1 1.19 -1.66 -2.58  0.199
H2 -1.77 1.85 3.38  0.400
H3 -0.94 -0.35 -1.99  0.212
H4 2.25 -0.60 0.08  0.187
H5 0.89 1.08 1.03  0.199
H6 -2.07 -0.56 -0.63  0.247
H7 -0.93 -1.82 1.29  0.380
H8 1.83 0.35 -1.33  0.192
H9 -0.15 2.14 2.85  0.390
H10 1.41 -2.66 -1.14  0.217
H11 -0.17 2.93 -0.14  0.212
H12 -1.14 -1.94 -1.24  0.223
H13 0.38 1.88 -1.45  0.211
H14 -1.31 1.86 -0.95  0.224
H15 0.57 -1.31 1.77  0.361
H16 2.80 -1.90 -1.93  0.205

Calculated values
total charge: 0
largest force on an atom: 4.902 eV Å⁻¹
E_HOMO: -8.583 eV
spin multiplicity: 1
SMILES string: CC[C@@](C)(N)[C@@H](C)C(N)=O
relative energy (zero: lowest compared OMol25 entry of this formula, charge and spin): 25.0 kcal/mol
E: -461.0640 hartree